Here is a cluster of 2 separate species, C22H42BrN3O2 in total in a non-equilibrium geometry from the Open Molecules 2025 dataset. Energies are from ωB97M-V with the def2-TZVPD basis set.

The geometry in ORCA input format:
```
! wB97M-V def2-TZVPD RIJCOSX def2/J DEFGRID3
* xyz 0 1
C -0.48 -5.11 0.80
C 0.91 -5.13 0.16
C 2.08 -4.71 1.09
C 2.71 -3.35 0.81
C 2.99 -3.08 -0.68
C 1.90 -2.12 -1.20
C 2.17 -0.68 -0.77
C 1.05 0.30 -1.06
N -0.24 0.17 -0.22
C -1.21 -0.73 -0.92
C -2.67 -0.84 -0.42
C -3.06 -0.14 0.88
C -3.09 -2.32 -0.34
O -0.74 1.50 -0.04
C -1.35 2.05 -1.20
C -1.56 3.53 -0.91
N -0.81 4.35 -1.87
C -0.82 5.79 -1.51
C 0.58 6.30 -1.23
C 0.69 7.82 -1.36
O 0.91 5.87 0.08
C 0.10 -0.26 1.16
C 0.79 0.66 1.93
C 1.14 0.29 3.22
N 0.82 -0.88 3.76
C 0.14 -1.74 3.02
C -0.23 -1.48 1.69
H -1.03 -4.22 0.52
H -0.49 -5.18 1.91
H -1.07 -5.95 0.42
H 1.13 -6.14 -0.18
H 0.87 -4.52 -0.75
H 1.71 -4.67 2.11
H 2.83 -5.50 1.07
H 3.61 -3.24 1.41
H 2.04 -2.57 1.16
H 3.98 -2.66 -0.87
H 2.92 -4.02 -1.22
H 1.85 -2.16 -2.29
H 0.99 -2.51 -0.77
H 2.56 -0.59 0.24
H 3.00 -0.35 -1.41
H 0.81 0.23 -2.12
H 1.36 1.32 -0.88
H -1.20 -0.47 -1.97
H -0.74 -1.71 -0.87
H -3.30 -0.40 -1.20
H -4.14 -0.24 0.99
H -2.61 -0.58 1.76
H -2.87 0.93 0.86
H -4.11 -2.43 -0.68
H -3.06 -2.68 0.69
H -2.46 -2.97 -0.95
H -0.72 1.97 -2.09
H -2.30 1.57 -1.42
H -2.63 3.76 -0.93
H -1.20 3.74 0.09
H -1.29 4.28 -2.76
H -1.40 5.94 -0.60
H -1.30 6.38 -2.29
H 1.25 5.84 -1.96
H 0.29 8.31 -0.48
H 0.16 8.19 -2.23
H 1.74 8.10 -1.47
H 1.61 6.44 0.42
H 1.06 1.64 1.56
H 1.69 0.98 3.83
H -0.13 -2.69 3.48
H -0.76 -2.24 1.14
Br -1.38 -5.03 3.86
*
```

* frontier orbital gap: 5.745 eV
* F_max: 1.03 eV/A
* LUMO level: -0.3 eV

***

Here is a structure of composition C7H13N3OS2 in a non-equilibrium geometry from the Open Molecules 2025 dataset. Energies are from ωB97M-V with the def2-TZVPD basis set.

The geometry in ORCA input format:
```
! wB97M-V def2-TZVPD RIJCOSX def2/J DEFGRID3
* xyz 0 1
C -0.73 1.44 1.34
C -1.27 -0.77 -1.20
C 0.96 -1.22 1.25
C 1.88 -1.30 0.09
C 0.12 -2.39 1.46
C -1.24 -0.04 -3.52
C 0.79 3.48 2.16
N -1.28 0.79 0.47
N -1.27 -0.46 0.18
N -1.48 0.22 -2.13
O -1.03 -1.89 -1.55
S 1.10 0.12 2.17
S -0.95 2.87 2.12
H 1.67 -2.10 -0.68
H 2.83 -1.67 0.51
H 1.83 -0.26 -0.44
H -0.51 -2.88 0.68
H -0.63 -2.21 2.22
H 0.72 -3.12 1.88
H -1.96 0.41 -4.04
H -0.18 0.19 -3.96
H -1.27 -1.13 -3.67
H 1.27 2.97 2.99
H 0.86 4.64 2.27
H 1.15 3.14 1.22
H -1.41 1.17 -1.83
*
```

* frontier orbital gap (spin up / spin down): 8.036 / 8.035 eV
* F_max: 4.98 eV/A
* energy relative to the best compared isomer or geometry (same formula, charge and spin): 0.724 eV
* LUMO level (spin up / spin down): -0.6 / -0.6 eV

***

Here is a cluster of 2 separate species, C3H10NOS in total in a non-equilibrium geometry from the Open Molecules 2025 dataset. Energies are from ωB97M-V with the def2-TZVPD basis set.

The geometry in ORCA input format:
```
! wB97M-V def2-TZVPD RIJCOSX def2/J DEFGRID3
* xyz -1 1
C 0.81 -2.06 0.69
S 1.81 -1.07 1.88
C 1.59 0.57 1.09
H 1.38 -2.20 -0.23
H -0.17 -1.57 0.54
H 0.71 -3.06 1.10
H 2.33 1.32 1.39
H 1.54 0.33 0.03
H 0.60 0.94 1.45
N -1.85 1.86 -0.88
C -1.26 0.63 -1.46
O -0.97 -0.30 -0.54
H -2.83 1.60 -0.83
H -1.44 1.82 0.06
H -1.99 0.27 -2.28
H -0.26 0.93 -2.01
*
```

* frontier orbital gap: 6.363 eV
* F_max: 2.08 eV/A
* energy relative to the best compared isomer or geometry (same formula, charge and spin): 1.984 eV
* LUMO level: 3.5 eV

***

Here is a structure of composition C9H12Cl3N2OSr from the Open Molecules 2025 dataset. Energies are from ωB97M-V with the def2-TZVPD basis set.

The geometry in ORCA input format:
```
! wB97M-V def2-TZVPD RIJCOSX def2/J DEFGRID3
* xyz 1 1
Sr 0.25 0.51 0.24
Cl 2.36 -5.25 -4.09
C 2.24 -3.81 -3.14
C 1.05 -3.50 -2.51
C 1.02 -2.34 -1.77
Cl -0.55 -1.95 -0.94
C 2.07 -1.43 -1.60
O 1.95 -0.35 -0.89
C 3.25 -1.81 -2.26
Cl 4.63 -0.78 -2.13
C 3.34 -2.97 -3.02
H 0.18 -4.15 -2.59
H 4.27 -3.22 -3.52
N -0.32 0.98 2.85
C -1.78 1.22 2.99
C -2.26 2.52 2.33
C -2.53 2.54 0.83
N -1.31 2.71 0.00
H -0.08 0.19 3.45
H 0.17 1.76 3.27
H -2.05 1.26 4.05
H -2.31 0.37 2.57
H -1.61 3.35 2.61
H -3.22 2.75 2.81
H -3.24 3.34 0.63
H -3.03 1.61 0.52
H -0.87 3.59 0.26
H -1.61 2.87 -0.96
*
```

* frontier orbital gap: 7.070 eV
* F_max: 0.70 eV/A
* energy relative to the best compared isomer or geometry (same formula, charge and spin): 0.283 eV
* LUMO level: -3.4 eV

***

- F_max of number 3 (C3H10NOS)?
  2.08 eV/A

***

- What is the F_max in the second record?
  4.98 eV/A

***

- Which formula does entry 1 have?
  C22H42BrN3O2

***

- Number 4 is which compound?
  C9H12Cl3N2OSr